{"formula": "C28H58O11PS", "method": "ωB97M-V with the def2-TZVPD basis set", "e_homo_ev": -4.20, "mol_weight_g_mol": 633.80, "orbital_gap_ha": 0.2143, "lumo_energy_ev": 1.6, "multiplicity": 1, "charge": -1, "elements": ["S", "P", "O", "O", "O", "O", "O", "O", "O", "O", "O", "O", "O", "C", "C", "C", "C", "C", "C", "C", "C", "C", "C", "C", "C", "C", "C", "C", "C", "C", "C", "C", "C", "C", "C", "C", "C", "C", "C", "C", "C", "H", "H", "H", "H", "H", "H", "H", "H", "H", "H", "H", "H", "H", "H", "H", "H", "H", "H", "H", "H", "H", "H", "H", "H", "H", "H", "H", "H", "H", "H", "H", "H", "H", "H", "H", "H", "H", "H", "H", "H", "H", "H", "H", "H", "H", "H", "H", "H", "H", "H", "H", "H", "H", "H", "H", "H", "H", "H"], "coordinates": [[1.906, -5.522, -1.846], [1.742, -6.868, -0.200], [-2.823, 2.688, -6.893], [-2.356, -1.117, 0.493], [-6.604, -3.387, 2.061], [4.860, 4.822, 5.223], [-0.203, 0.357, -3.529], [-2.582, 2.537, 3.263], [2.317, 6.187, 2.035], [1.091, -4.404, -1.453], [2.507, 3.914, -2.079], [3.307, -5.134, -1.926], [1.437, -6.137, -3.087], [-0.719, 0.292, -0.505], [-7.770, -2.595, 0.148], [6.941, 3.759, 5.656], [3.241, 6.046, 2.808], [2.988, -9.345, -1.086], [-3.131, 0.236, 3.006], [-6.561, -2.724, 1.049], [5.783, 4.667, 5.991], [0.079, -7.663, -0.134], [5.826, 5.373, 7.324], [-1.427, -1.021, -0.292], [1.653, 3.005, -0.053], [1.142, 1.504, -5.114], [3.266, 6.775, 4.131], [-5.313, -1.992, 0.629], [-0.933, -2.191, -1.091], [-3.235, 1.993, -4.657], [1.289, 5.451, -0.733], [1.879, 4.106, -1.060], [0.273, 0.366, -4.642], [-3.177, 1.576, 3.695], [-3.600, 2.198, -6.106], [4.401, 5.135, 2.464], [3.126, -8.089, -0.176], [-4.003, 1.673, 4.959], [-4.982, 1.763, -6.533], [0.019, -0.760, -5.612], [-0.345, -8.532, -1.338], [-5.511, -0.920, 0.575], [-1.401, -8.807, -1.189], [-8.069, -1.548, 0.073], [2.128, 2.090, -0.403], [-0.483, -0.377, -6.503], [3.284, 6.068, 4.946], [-3.915, 2.559, -4.018], [0.335, 0.196, -0.240], [4.143, 7.423, 4.181], [4.486, 4.337, 3.189], [-4.136, -0.063, 2.708], [0.098, -8.322, 0.741], [-4.523, -2.165, 1.353], [0.687, 1.983, -5.983], [2.090, 3.285, 0.908], [4.058, -7.573, -0.404], [0.204, 5.373, -0.636], [-2.511, 0.299, 2.122], [-7.537, -2.983, -0.845], [4.225, 4.701, 1.479], [5.329, 5.709, 2.436], [0.186, -9.484, -1.393], [1.722, 5.815, 0.207], [-0.617, -1.507, -5.141], [-0.678, -6.890, -0.002], [0.962, -1.231, -5.893], [-5.113, 1.966, -7.594], [2.688, -10.235, -0.526], [2.134, 1.132, -5.374], [-2.220, 2.346, -4.486], [3.190, -8.426, 0.863], [1.523, 6.152, -1.534], [-5.737, 2.316, -5.972], [-5.045, 1.433, 4.743], [7.871, 4.330, 5.642], [-3.950, 2.688, 5.350], [-1.522, -3.072, -0.848], [-5.106, 0.693, -6.359], [-3.284, 0.932, -4.409], [-0.808, 0.597, -1.548], [-0.291, -8.012, -2.296], [2.329, -9.169, -1.933], [0.584, 2.825, 0.065], [1.241, 2.239, -4.318], [-8.595, -3.169, 0.566], [-3.617, 0.984, 5.711], [-2.707, -0.512, 3.679], [5.851, 4.641, 8.133], [2.369, 7.389, 4.216], [-1.174, 1.055, 0.130], [3.984, -9.577, -1.485], [-4.977, -2.353, -0.344], [6.708, 6.012, 7.380], [0.111, -2.400, -0.858], [-1.034, -1.978, -2.156], [4.937, 5.990, 7.436], [7.013, 2.959, 6.395], [6.783, 3.318, 4.674]]}


{"formula": "C28H59BCl16FINO5P2S", "method": "ωB97M-V with the def2-TZVPD basis set", "e_homo_ev": -5.17, "mol_weight_g_mol": 1307.76, "orbital_gap_ha": 0.2453, "lumo_energy_ev": 1.5, "multiplicity": 1, "charge": -1, "e_above_lowest_ev": 1.659, "elements": ["I", "Cl", "Cl", "Cl", "Cl", "Cl", "Cl", "Cl", "Cl", "Cl", "Cl", "Cl", "Cl", "Cl", "Cl", "Cl", "Cl", "S", "P", "P", "F", "O", "O", "O", "O", "O", "N", "C", "C", "C", "C", "C", "C", "C", "C", "C", "C", "C", "C", "C", "C", "C", "C", "C", "C", "C", "C", "C", "C", "C", "C", "C", "C", "C", "C", "B", "H", "H", "H", "H", "H", "H", "H", "H", "H", "H", "H", "H", "H", "H", "H", "H", "H", "H", "H", "H", "H", "H", "H", "H", "H", "H", "H", "H", "H", "H", "H", "H", "H", "H", "H", "H", "H", "H", "H", "H", "H", "H", "H", "H", "H", "H", "H", "H", "H", "H", "H", "H", "H", "H", "H", "H", "H", "H", "H"], "coordinates": [[3.034, 0.109, 0.235], [-6.230, -5.484, 1.715], [-0.622, 0.036, -6.352], [6.180, 7.343, 5.540], [6.398, 3.354, 4.178], [1.563, 4.645, -9.612], [5.467, 6.302, -11.892], [-0.501, 2.668, -10.209], [4.496, 2.405, 6.185], [6.485, 5.593, 7.858], [7.204, 0.171, 7.598], [3.142, 6.517, -13.647], [9.308, 2.058, 8.336], [-8.530, -5.293, -0.072], [-1.459, 6.868, -14.779], [1.446, 2.009, -5.751], [0.430, 8.184, -16.578], [-2.806, -3.490, 1.964], [-1.701, -2.616, 3.352], [-0.656, 0.976, -0.396], [-0.756, -0.538, 6.773], [-2.042, 1.690, -1.110], [1.661, -2.762, 1.186], [-0.722, -1.468, 1.233], [0.325, 2.300, 0.058], [-0.164, 0.518, 2.218], [0.004, 0.080, -1.530], [0.150, 6.805, -15.506], [0.403, -0.406, 3.152], [1.962, -0.211, 3.182], [0.281, -0.528, 5.809], [6.155, 2.947, 5.881], [-7.808, -6.152, 1.295], [-5.291, -3.975, -2.339], [-2.586, 0.392, 1.801], [3.878, 5.643, -12.297], [-5.977, -1.430, 0.660], [3.951, 1.280, 2.849], [0.131, 1.023, -5.091], [-3.137, -3.828, -3.854], [7.937, 1.100, 8.910], [-3.820, -0.036, 0.902], [0.752, -2.979, 2.250], [0.799, -1.987, 5.726], [-0.206, -1.769, 2.522], [-4.985, -0.731, 1.671], [-5.804, -2.670, -1.644], [2.882, -3.449, 1.410], [5.429, 6.738, 7.020], [2.902, -4.901, 0.834], [2.543, 0.882, 2.230], [-3.727, -4.087, -2.419], [0.250, 3.657, -8.953], [-0.262, 0.100, 4.481], [-5.312, -2.591, -0.142], [-1.111, -0.047, 1.222], [0.096, -3.839, 1.950], [7.190, 1.771, 9.324], [1.225, -3.282, 3.214], [-0.032, 1.191, 4.534], [1.247, -2.222, 6.725], [-0.023, 3.075, -0.399], [-4.252, 0.897, 0.459], [3.184, -3.492, 2.483], [-8.468, -6.063, 2.153], [5.228, 7.576, 7.680], [-1.365, 0.024, 4.496], [-2.083, -3.475, -3.747], [3.670, -2.855, 0.892], [6.841, 2.150, 6.155], [1.605, -2.151, 4.985], [0.240, 5.889, -16.082], [-4.210, -2.489, -0.197], [-0.501, 4.313, -8.525], [3.231, 5.728, -11.431], [3.941, -5.291, 0.959], [0.894, 6.819, -14.715], [-7.688, -7.198, 1.028], [-5.281, -1.823, -2.157], [-2.155, 2.507, -0.604], [-3.424, -0.618, 0.042], [1.089, 0.095, 6.243], [-1.307, -3.693, 4.218], [4.455, 1.934, 2.098], [-5.693, -4.890, -1.855], [1.963, 1.819, 2.188], [-2.561, -1.735, 4.058], [-5.507, -3.577, 0.339], [0.653, 3.005, -8.183], [2.666, -4.911, -0.253], [0.530, 0.370, -4.319], [-0.620, 1.679, -4.662], [-4.668, -1.402, 2.494], [-2.784, 0.073, 2.851], [3.776, 1.832, 3.797], [-6.291, -0.641, -0.061], [-2.578, 1.517, 1.823], [-6.911, -2.568, -1.692], [-6.870, -1.816, 1.207], [-3.685, -3.033, -4.399], [-3.468, -5.140, -2.151], [2.298, 0.079, 4.212], [4.501, 6.236, 6.763], [-5.591, 0.086, 2.145], [-3.075, -4.789, -4.409], [4.606, 0.390, 2.960], [-5.669, -3.947, -3.393], [2.534, -1.146, 2.956], [3.991, 4.599, -12.574], [0.072, -0.876, -1.184], [-3.177, -3.438, -1.709], [2.184, -5.591, 1.324], [6.352, 3.831, 6.486], [8.283, 0.413, 9.676], [0.011, -2.749, 5.566]]}


{"formula": "C28H59F2IN6O6PS2", "method": "ωB97M-V with the def2-TZVPD basis set", "e_homo_ev": -10.47, "mol_weight_g_mol": 835.82, "orbital_gap_ha": 0.2467, "lumo_energy_ev": -3.8, "multiplicity": 1, "charge": 1, "e_above_lowest_ev": 8.710, "elements": ["I", "S", "S", "P", "F", "F", "O", "O", "O", "O", "O", "O", "N", "N", "N", "N", "N", "N", "C", "C", "C", "C", "C", "C", "C", "C", "C", "C", "C", "C", "C", "C", "C", "C", "C", "C", "C", "C", "C", "C", "C", "C", "C", "C", "C", "C", "H", "H", "H", "H", "H", "H", "H", "H", "H", "H", "H", "H", "H", "H", "H", "H", "H", "H", "H", "H", "H", "H", "H", "H", "H", "H", "H", "H", "H", "H", "H", "H", "H", "H", "H", "H", "H", "H", "H", "H", "H", "H", "H", "H", "H", "H", "H", "H", "H", "H", "H", "H", "H", "H", "H", "H", "H", "H", "H"], "coordinates": [[0.528, 2.319, 3.798], [6.080, 2.508, -1.949], [8.843, 2.607, -0.633], [2.787, 1.460, 3.269], [5.258, 0.218, 2.549], [-0.689, 4.544, -0.791], [4.515, 4.561, 0.164], [-3.959, 1.867, -1.990], [-0.844, -4.611, 1.390], [-8.050, 2.997, -0.462], [3.435, 0.942, 4.800], [-2.945, -8.267, -0.214], [-1.450, -5.713, -1.350], [-6.865, 0.609, -1.871], [2.352, 0.626, 0.712], [0.596, -1.211, 0.340], [7.291, 4.915, -0.559], [0.232, 0.906, -0.750], [3.461, 1.246, -0.027], [-2.381, -6.634, -2.013], [-4.323, 0.599, -1.441], [1.121, 0.217, 0.038], [-8.565, 3.569, -1.658], [-8.450, 1.635, -0.261], [-4.693, 2.968, -1.475], [-3.460, -7.315, -1.148], [0.055, -0.906, 1.761], [5.876, 0.856, -1.008], [4.163, -0.738, 2.125], [-7.264, 0.678, -0.463], [-0.787, 3.236, -1.540], [2.684, -0.041, 2.019], [-2.099, -4.565, -0.713], [6.299, 5.719, -1.371], [-2.448, -7.703, 0.991], [5.415, 4.748, 1.318], [4.294, -1.904, 3.322], [-1.132, -3.825, 0.226], [7.386, 3.472, -1.002], [4.737, 5.587, -0.876], [1.472, -0.990, 2.652], [0.481, -5.128, 1.412], [4.302, 0.323, -1.088], [6.980, 5.063, 0.914], [0.512, 2.345, -1.072], [-5.567, -0.037, -2.094], [1.244, 2.328, -2.016], [-0.937, -6.240, -0.646], [3.576, 1.765, 5.363], [-6.815, 1.552, -2.250], [-0.663, 0.487, -1.142], [-0.651, -1.743, 2.168], [4.473, -1.331, 1.136], [4.103, 5.312, -1.840], [3.737, -1.604, 4.307], [-0.756, 3.512, -2.686], [7.155, 6.213, 1.175], [-1.631, -2.916, 0.585], [0.674, -5.520, 2.413], [-8.394, 4.648, -1.617], [1.215, -4.347, 1.198], [-8.776, 1.561, 0.783], [3.935, 0.618, -2.184], [1.089, 2.879, -0.201], [-1.385, -7.475, 0.884], [-4.123, -6.601, -0.650], [7.748, 4.466, 1.570], [4.185, -0.831, -0.960], [5.443, -2.087, 3.444], [-6.445, 1.036, 0.166], [1.704, -2.158, 2.556], [-2.961, -4.874, -0.117], [6.644, 0.064, -1.439], [3.823, -2.896, 2.854], [4.250, 1.675, 0.762], [6.231, 1.097, 0.083], [6.593, 6.865, -1.211], [-4.071, 3.861, -1.558], [-5.640, -1.086, -1.781], [-5.582, 3.140, -2.087], [6.470, 5.506, -2.513], [-2.868, -6.103, -2.841], [-4.965, 2.835, -0.424], [-9.306, 1.359, -0.895], [-4.394, 0.653, -0.350], [4.357, 6.663, -0.525], [1.386, -1.890, 0.389], [-7.547, -0.323, -0.121], [3.204, 2.235, -0.650], [-1.810, 2.711, -1.301], [5.021, 5.548, 2.096], [1.318, -0.729, 3.781], [-3.477, -0.065, -1.650], [-2.536, -8.454, 1.779], [-2.447, -3.874, -1.488], [-0.421, 0.161, 1.828], [-8.044, 3.177, -2.533], [-4.099, -7.890, -1.828], [-0.217, -3.513, -0.298], [-9.641, 3.393, -1.751], [5.433, 3.706, 1.900], [-3.007, -6.816, 1.299], [0.590, -5.949, 0.701], [-1.766, -7.422, -2.466], [-5.409, -0.045, -3.180]]}


{"formula": "C28H60BF3N2O9PS", "method": "ωB97M-V with the def2-TZVPD basis set", "e_homo_ev": -11.24, "mol_weight_g_mol": 699.64, "orbital_gap_ha": 0.3026, "lumo_energy_ev": -3.0, "multiplicity": 1, "charge": 1, "e_above_lowest_ev": 0.000, "elements": ["S", "P", "F", "F", "F", "O", "O", "O", "O", "O", "O", "O", "O", "O", "N", "N", "C", "C", "C", "C", "C", "C", "C", "C", "C", "C", "C", "C", "C", "C", "C", "C", "C", "C", "C", "C", "C", "C", "C", "C", "C", "C", "C", "C", "B", "H", "H", "H", "H", "H", "H", "H", "H", "H", "H", "H", "H", "H", "H", "H", "H", "H", "H", "H", "H", "H", "H", "H", "H", "H", "H", "H", "H", "H", "H", "H", "H", "H", "H", "H", "H", "H", "H", "H", "H", "H", "H", "H", "H", "H", "H", "H", "H", "H", "H", "H", "H", "H", "H", "H", "H", "H", "H", "H", "H"], "coordinates": [[-0.217, -5.138, 0.407], [0.216, -1.463, 1.685], [-2.224, -5.771, 1.896], [-1.041, -4.176, 2.747], [-2.399, -3.752, 1.117], [-6.986, 1.046, 0.431], [0.288, 3.769, -3.397], [0.933, -5.446, 1.186], [2.262, -3.291, 0.285], [0.659, -0.292, 2.454], [1.980, -0.649, 0.058], [0.366, 1.624, -0.907], [-0.858, -6.068, -0.460], [4.931, 4.531, 1.401], [-1.367, -1.801, -0.963], [1.268, -2.827, -0.582], [-0.425, 0.089, -3.556], [4.305, -0.191, 0.061], [-0.206, -0.884, -1.113], [0.354, -0.810, -2.567], [4.058, -4.837, 0.738], [-1.576, -4.653, 1.639], [-1.668, 1.042, 0.393], [-3.878, -2.022, -1.022], [3.129, -0.578, -0.807], [3.062, 6.035, 0.824], [0.148, -3.819, -0.831], [0.853, -1.416, -0.120], [-4.280, -1.571, 0.382], [-0.510, 2.658, -3.759], [-1.083, -3.137, -1.447], [5.901, 5.550, 1.591], [3.589, 4.893, 1.677], [-8.130, 1.041, 1.270], [4.152, -4.002, 2.015], [4.225, 1.265, 0.529], [-1.293, 2.029, 1.523], [5.969, 6.090, 3.009], [-8.723, 2.429, 1.285], [-2.627, -1.366, -1.603], [3.144, -4.255, -0.342], [-4.922, -0.178, 0.407], [-6.429, -0.226, 0.185], [0.313, 1.377, -3.971], [-0.490, 0.636, -0.541], [-8.859, 0.313, 0.894], [1.244, 1.497, -3.410], [-9.171, 2.675, 0.323], [-2.379, 1.545, -0.281], [-3.433, -1.631, 1.068], [-3.792, -3.110, -1.075], [2.011, 6.211, 1.054], [5.047, 6.591, 3.304], [-6.656, -0.502, -0.853], [-1.281, 1.519, 2.485], [-5.012, -2.288, 0.766], [-0.308, 2.465, 1.371], [0.737, -2.706, 2.079], [-1.003, 2.948, -4.686], [0.433, -1.813, -3.000], [2.548, -5.045, -0.805], [-0.960, -3.168, -2.539], [1.380, -0.446, -2.546], [3.598, 6.967, 1.008], [6.848, 5.078, 1.329], [-1.164, -1.622, 1.562], [6.161, 5.284, 3.718], [3.653, 1.317, 1.455], [-4.490, 0.446, -0.378], [-1.932, -3.787, -1.247], [0.611, 1.312, -5.017], [6.777, 6.817, 3.085], [5.227, -0.400, -0.485], [3.311, -1.519, -1.334], [-2.021, 2.835, 1.595], [-2.587, -1.603, -2.677], [-0.641, -0.498, -4.450], [5.215, 1.649, 0.765], [3.460, 5.121, 2.741], [3.153, 5.797, -0.237], [3.013, 3.989, 1.475], [-2.715, -0.284, -1.532], [5.052, -4.912, 0.296], [-1.396, 0.358, -3.143], [3.759, 1.921, -0.206], [-9.485, 2.507, 2.059], [-7.842, 0.732, 2.283], [0.503, 3.690, -2.459], [-4.697, -1.763, -1.700], [4.902, -4.436, 2.673], [1.697, -2.695, -1.508], [-2.214, 0.185, 0.786], [3.205, -3.990, 2.551], [5.744, 6.368, 0.880], [1.159, 1.340, -1.374], [2.971, 0.187, -1.574], [-1.279, 2.483, -2.998], [-4.747, 0.311, 1.367], [0.535, -4.500, -1.591], [3.714, -3.749, -1.129], [-6.882, -0.980, 0.838], [3.705, -5.836, 0.982], [4.455, -2.975, 1.808], [-7.946, 3.165, 1.493], [4.292, -0.850, 0.933]]}